C2H3N5O | ωB97M-V/def2-TZVPD

Calculated values
Gap between HOMO and LUMO: 10.41 eV
SMILES: C=Nn1nn[nH]c1=O
Energy relative to the best compared isomer or geometry (same formula, charge and spin): 2.797 eV
2S+1: 1
Lowest unoccupied orbital energy: 0.598 eV
HOMO level: -9.81 eV

Cartesian coordinates (Å):
1 O 0.6986 -1.6124 -0.1046
2 N 0.0977 0.8640 2.1927
3 N -0.2143 0.5510 0.1002
4 N -0.7245 0.9828 -1.1240
5 N -0.3713 1.4457 1.1495
6 N 0.6195 -0.3391 1.8528
7 C -0.5557 0.1457 -2.0719
8 C 0.3824 -0.6388 0.5288
9 H -0.8751 0.3958 -3.0774
10 H -0.1372 -0.8743 -1.9891
11 H 1.0800 -0.9204 2.5430

The natural (NBO) scheme yields these atomic charges, measured in e: -0.615 -0.024 -0.164 -0.202 0.003 -0.437 -0.087 0.698 0.188 0.210 0.431